Density functional theory data (wB97M-V/def2-TZVPD) for 9 unconnected molecules or ions with the total composition C46H72BrCl2F2N4O19 in a non-equilibrium geometry.

## Properties
Kohn-Sham gap: 9.303 eV
DFT total energy: -7138.613354 Eh
net charge: +1
HOMO: -11.22 eV

Bonds (Å) are listed after each position.
Cartesian coordinates (Å):
1 C 3.021 0.117 -0.051  C2 1.547, H27 1.103, H28 1.096, H29 1.096
2 C 2.883 0.096 -1.592  C1 1.547, C3 1.533, H30 1.094, H31 1.097
3 C 2.373 1.409 -2.197  C2 1.533, O4 1.437, H32 1.099, H33 1.105
4 O 1.167 1.210 -2.953  C3 1.437, C5 1.391
5 C 0.156 2.109 -2.629  O4 1.391, C6 1.549, H34 1.102, H35 1.102
6 C -0.538 1.660 -1.319  C5 1.549, C7 1.567, N19 1.471, H36 1.096
7 C -1.512 0.456 -1.564  C6 1.567, C8 1.561, N13 1.505, H37 1.098
8 C -1.033 -0.899 -0.954  C7 1.561, Cl9 1.786, C10 1.543, H38 1.094
9 Cl -0.262 -1.860 -2.246  C8 1.786
10 C -2.147 -1.714 -0.265  C8 1.543, C11 1.539, Cl12 1.793, H39 1.097
11 C -3.072 -2.443 -1.254  C10 1.539, H40 1.097, H41 1.094, H42 1.098
12 Cl -1.354 -2.858 0.865  C10 1.793
13 N -2.900 0.843 -1.131  C7 1.505, C14 1.487, H43 1.031, H44 1.033
14 C -3.235 2.149 -1.759  N13 1.487, C15 1.535, H45 1.090, H46 1.096
15 C -2.462 3.252 -1.021  C14 1.535, Br16 2.006, C17 1.541, N19 1.433
16 Br -2.281 4.730 -2.365  C15 2.006
17 C -3.292 3.790 0.160  C15 1.541, N18 1.478, H47 1.096, H48 1.094
18 N -3.937 2.637 0.823  C17 1.478, H49 1.017, H50 1.018
19 N -1.155 2.806 -0.636  C6 1.471, C15 1.433, N20 1.400
20 N -0.767 3.011 0.694  N19 1.400, C21 1.400, C24 1.440
21 C 0.556 3.420 0.893  N20 1.400, O22 1.183, F23 1.327
22 O 1.215 3.130 1.832  C21 1.183
23 F 0.981 4.137 -0.140  C21 1.327
24 C -1.188 2.064 1.694  N20 1.440, O25 1.174, F26 1.348
25 O -1.893 2.270 2.610  C24 1.174
26 F -0.687 0.852 1.385  C24 1.348
27 H 2.416 0.921 0.400  C1 1.103
28 H 2.697 -0.828 0.400  C1 1.096
29 H 4.062 0.301 0.238  C1 1.096
30 H 2.225 -0.717 -1.913  C2 1.094
31 H 3.870 -0.119 -2.021  C2 1.097
32 H 3.117 1.850 -2.874  C3 1.099
33 H 2.186 2.154 -1.402  C3 1.105
34 H 0.523 3.138 -2.483  C5 1.102
35 H -0.557 2.138 -3.469  C5 1.102
36 H 0.267 1.293 -0.673  C6 1.096
37 H -1.597 0.309 -2.649  C7 1.098
38 H -0.231 -0.723 -0.232  C8 1.094
39 H -2.725 -1.065 0.406  C10 1.097
40 H -2.917 -2.101 -2.285  C11 1.097
41 H -2.899 -3.523 -1.222  C11 1.094
42 H -4.130 -2.268 -1.017  C11 1.098
43 H -3.005 0.949 -0.111  N13 1.031
44 H -3.604 0.162 -1.456  N13 1.033
45 H -4.309 2.326 -1.722  C14 1.090
46 H -2.955 2.082 -2.816  C14 1.096
47 H -4.016 4.521 -0.216  C17 1.096
48 H -2.663 4.319 0.883  C17 1.094
49 H -4.863 2.482 0.433  N18 1.017
50 H -4.088 2.849 1.807  N18 1.018
51 O -4.425 -2.831 -3.990  C52 1.200
52 C -4.450 -3.953 -4.414  O51 1.200, O53 1.352, C56 1.515
53 O -4.949 -4.976 -3.685  C52 1.352, C54 1.442
54 C -4.765 -6.226 -4.379  O53 1.442, C55 1.525, H57 1.091, H58 1.087
55 C -4.616 -5.845 -5.848  C54 1.525, C56 1.527, H59 1.087, H60 1.091
56 C -3.952 -4.474 -5.747  C52 1.515, C55 1.527, H61 1.092, H62 1.087
57 H -3.868 -6.705 -3.981  C54 1.091
58 H -5.625 -6.857 -4.170  C54 1.087
59 H -4.050 -6.578 -6.418  C55 1.087
60 H -5.601 -5.746 -6.306  C55 1.091
61 H -2.863 -4.543 -5.693  C56 1.092
62 H -4.221 -3.786 -6.544  C56 1.087
63 O -6.941 4.804 1.992  C64 1.197
64 C -6.152 5.639 2.326  O63 1.197, O65 1.360, C68 1.513
65 O -4.864 5.599 1.887  C64 1.360, C66 1.442
66 C -4.086 6.643 2.506  O65 1.442, C67 1.525, H69 1.092, H70 1.088
67 C -5.109 7.689 2.939  C66 1.525, C68 1.528, H71 1.087, H72 1.090
68 C -6.332 6.826 3.246  C64 1.513, C67 1.528, H73 1.092, H74 1.086
69 H -3.548 6.212 3.352  C66 1.092
70 H -3.369 7.010 1.775  C66 1.088
71 H -4.764 8.292 3.775  C67 1.087
72 H -5.328 8.357 2.106  C67 1.090
73 H -6.333 6.456 4.273  C68 1.092
74 H -7.283 7.312 3.047  C68 1.086
75 O -5.527 0.364 -1.553  C76 1.216
76 C -6.561 -0.219 -1.817  O75 1.216, O77 1.322, C80 1.510
77 O -6.573 -1.293 -2.587  C76 1.322, C78 1.447
78 C -7.930 -1.736 -2.821  O77 1.447, C79 1.525, H81 1.091, H82 1.086
79 C -8.732 -1.147 -1.665  C78 1.525, C80 1.530, H83 1.087, H84 1.090
80 C -7.960 0.142 -1.377  C76 1.510, C79 1.530, H85 1.092, H86 1.087
81 H -8.241 -1.347 -3.791  C78 1.091
82 H -7.922 -2.822 -2.857  C78 1.086
83 H -9.780 -0.997 -1.911  C79 1.087
84 H -8.676 -1.810 -0.801  C79 1.090
85 H -8.300 0.980 -1.990  C80 1.092
86 H -7.967 0.446 -0.334  C80 1.087
87 O 2.099 8.718 -6.080  C88 1.193
88 C 1.538 8.084 -5.240  O87 1.193, O89 1.361, C92 1.519
89 O 0.271 8.373 -4.837  C88 1.361, C90 1.432
90 C -0.119 7.521 -3.755  O89 1.432, C91 1.526, H93 1.093, H94 1.088
91 C 0.778 6.291 -3.866  C90 1.526, C92 1.526, H95 1.089, H96 1.092
92 C 2.053 6.893 -4.451  C88 1.519, C91 1.526, H97 1.092, H98 1.087
93 H 0.035 8.059 -2.816  C90 1.093
94 H -1.180 7.304 -3.864  C90 1.088
95 H 0.914 5.781 -2.913  C91 1.089
96 H 0.346 5.581 -4.574  C91 1.092
97 H 2.727 7.269 -3.679  C92 1.092
98 H 2.605 6.223 -5.105  C92 1.087
99 O 1.785 -2.045 1.860  C100 1.202
100 C 1.937 -1.575 2.955  O99 1.202, O101 1.345, C104 1.516
101 O 2.821 -2.064 3.843  C100 1.345, C102 1.447
102 C 2.709 -1.369 5.107  O101 1.447, C103 1.525, H105 1.089, H106 1.086
103 C 2.072 -0.027 4.760  C102 1.525, C104 1.526, H107 1.088, H108 1.091
104 C 1.199 -0.400 3.565  C100 1.516, C103 1.526, H109 1.093, H110 1.086
105 H 2.092 -1.968 5.774  C102 1.089
106 H 3.703 -1.286 5.537  C102 1.086
107 H 1.534 0.414 5.596  C103 1.088
108 H 2.843 0.677 4.442  C103 1.091
109 H 0.208 -0.747 3.866  C104 1.093
110 H 1.102 0.395 2.832  C104 1.086
111 O 6.698 -1.610 -1.925  C112 1.199
112 C 6.189 -2.396 -1.176  O111 1.199, O113 1.355, C116 1.512
113 O 4.927 -2.223 -0.714  C112 1.355, C114 1.441
114 C 4.600 -3.246 0.247  O113 1.441, C115 1.525, H117 1.092, H118 1.089
115 C 5.551 -4.397 -0.062  C114 1.525, C116 1.526, H119 1.087, H120 1.091
116 C 6.779 -3.655 -0.582  C112 1.512, C115 1.526, H121 1.091, H122 1.086
117 H 4.756 -2.834 1.247  C114 1.092
118 H 3.547 -3.496 0.131  C114 1.089
119 H 5.746 -5.032 0.800  C115 1.087
120 H 5.132 -5.019 -0.854  C115 1.091
121 H 7.457 -3.373 0.225  C116 1.091
122 H 7.339 -4.204 -1.333  C116 1.086
123 O 2.652 -2.174 8.390  C124 1.197
124 C 2.075 -3.215 8.527  O123 1.197, O125 1.356, C128 1.515
125 O 1.508 -3.862 7.479  C124 1.356, C126 1.439
126 C 0.803 -5.032 7.931  O125 1.439, C127 1.525, H129 1.092, H130 1.087
127 C 1.432 -5.381 9.276  C126 1.525, C128 1.527, H131 1.088, H132 1.091
128 C 1.832 -4.003 9.798  C124 1.515, C127 1.527, H133 1.092, H134 1.086
129 H -0.255 -4.778 8.023  C126 1.092
130 H 0.917 -5.806 7.176  C126 1.087
131 H 0.757 -5.931 9.927  C127 1.088
132 H 2.324 -5.989 9.119  C127 1.091
133 H 1.024 -3.514 10.347  C128 1.092
134 H 2.726 -4.001 10.415  C128 1.086
135 O 9.388 -5.299 0.288  C136 1.199
136 C 10.227 -4.737 -0.358  O135 1.199, O137 1.352, C140 1.517
137 O 10.932 -5.367 -1.323  C136 1.352, C138 1.438
138 C 11.930 -4.491 -1.875  O137 1.438, C139 1.525, H141 1.092, H142 1.087
139 C 11.433 -3.081 -1.573  C138 1.525, C140 1.526, H143 1.088, H144 1.091
140 C 10.684 -3.293 -0.260  C136 1.517, C139 1.526, H145 1.092, H146 1.087
141 H 12.882 -4.708 -1.385  C138 1.092
142 H 12.021 -4.709 -2.936  C138 1.087
143 H 12.237 -2.351 -1.520  C139 1.088
144 H 10.734 -2.761 -2.347  C139 1.091
145 H 11.336 -3.207 0.612  C140 1.092
146 H 9.829 -2.634 -0.128  C140 1.087

These are the Löwdin partial charges, in e, on atoms 1 to 99: -0.08 -0.19 -0.18 -0.13 -0.19 -0.16 -0.19 -0.64 0.74 -0.74 -0.14 0.67 0.09 -0.14 -0.69 0.81 -0.25 0.04 -0.05 0.07 -0.48 0.20 0.16 -0.43 0.23 0.14 0.05 0.04 0.08 0.07 0.10 0.13 0.10 0.11 0.13 0.14 0.14 0.07 0.09 0.05 0.08 0.08 0.14 0.13 0.12 0.12 0.10 0.12 0.09 0.09 0.10 -0.48 0.02 -0.14 -0.15 -0.07 0.13 0.13 0.12 0.12 0.13 0.13 0.12 -0.48 -0.03 -0.15 -0.14 -0.07 0.13 0.13 0.12 0.12 0.14 0.13 0.07 -0.46 0.04 -0.12 -0.13 -0.06 0.13 0.13 0.12 0.12 0.14 0.13 0.14 -0.48 0.02 -0.18 -0.18 -0.07 0.13 0.10 0.09 0.11 0.13 0.13 0.06